This record from the Open Molecules 2025 dataset describes 7 unconnected molecules or ions with the total composition C12H40NO10 in a non-equilibrium geometry. The level of theory is ωB97M-V/def2-TZVPD.

Output
Net charge ... +1
LUMO level ... -0.131 hartree
ΔE to the lowest compared entry with this formula, charge and spin ... 555.74 kJ/mol
Orbital gap ... 8.0 eV
Maximum force ... 4.8 eV/Å

Each atom is followed by the atoms it is bonded to, with distances in Å.
Element x y z (Å)
1 N -0.00695 0.25396 -0.68234  H2 1.010, H3 1.010, H4 1.010, H5 1.010
2 H -0.62577 0.91088 -1.13579  N1 1.010
3 H 0.67844 -0.20329 -1.26652  N1 1.010
4 H -0.58861 -0.44470 -0.24230  N1 1.010
5 H 0.58902 0.70237 -0.00127  N1 1.010
6 C 6.82745 -0.73498 6.49558  C7 1.492, H9 1.090, H10 1.090, H11 1.090
7 C 5.68291 0.07893 5.99290  C6 1.492, O8 1.400, H12 1.090, H13 1.090
8 O 5.93411 0.37185 4.64752  C7 1.400, H14 0.960
9 H 7.85773 -0.39812 6.38093  C6 1.090
10 H 6.83732 -1.78918 6.21862  C6 1.090
11 H 6.77279 -0.89293 7.57269  C6 1.090
12 H 5.59945 1.04078 6.49885  C7 1.090
13 H 4.71906 -0.42542 6.06174  C7 1.090
14 H 5.09763 0.53867 4.20699  O8 0.960
15 C -4.27678 4.19569 -6.10671  C16 1.539, H18 1.090, H19 1.090, H20 1.090
16 C -4.03842 4.08016 -7.62252  C15 1.539, O17 1.412, H21 1.090, H22 1.090
17 O -4.73240 5.21663 -8.09221  C16 1.412, H23 0.960
18 H -3.52106 3.67681 -5.51704  C15 1.090
19 H -5.27719 3.78704 -5.96426  C15 1.090
20 H -4.32009 5.20751 -5.70365  C15 1.090
21 H -4.22869 3.15520 -8.16690  C16 1.090
22 H -2.98664 4.33112 -7.75985  C16 1.090
23 H -4.68632 5.30006 -9.04747  O17 0.960
24 C -0.91365 4.98809 2.22791  C25 1.545, O27 1.396, H28 1.090, H29 1.090
25 C -0.27668 3.82102 3.01390  C24 1.545, O26 1.499, H30 1.090, H31 1.090
26 O 1.02674 3.51744 2.33790  C25 1.499, H32 0.960
27 O -1.17041 4.71909 0.88226  C24 1.396, H33 0.960
28 H -0.26708 5.85682 2.35188  C24 1.090
29 H -1.87319 5.26397 2.66527  C24 1.090
30 H -1.01528 3.02781 3.12964  C25 1.090
31 H -0.09346 4.21784 4.01243  C25 1.090
32 H 1.39771 4.30780 1.93876  O26 0.960
33 H -1.30862 5.58272 0.48647  O27 0.960
34 C 0.89988 -6.73255 3.12963  C35 1.539, O37 1.459, H38 1.090, H39 1.090
35 C 1.05139 -6.10050 4.52428  C34 1.539, O36 1.416, H40 1.090, H41 1.090
36 O -0.12978 -5.93484 5.28701  C35 1.416, H42 0.960
37 O 0.28305 -5.78027 2.21282  C34 1.459, H43 0.960
38 H 0.24080 -7.58502 3.29396  C34 1.090
39 H 1.80874 -7.13353 2.68097  C34 1.090
40 H 1.59903 -5.16054 4.45606  C35 1.090
41 H 1.81396 -6.74084 4.96762  C35 1.090
42 H 0.14242 -5.41227 6.04492  O36 0.960
43 H -0.39423 -5.29466 2.68934  O37 0.960
44 C -5.31226 -2.47681 -0.48143  C45 1.548, O47 1.429, H48 1.090, H49 1.090
45 C -5.40743 -1.98329 0.98290  C44 1.548, O46 1.449, H50 1.090, H51 1.090
46 O -4.13499 -1.98852 1.67508  C45 1.449, H52 0.960
47 O -4.76205 -1.55689 -1.42678  C44 1.429, H53 0.960
48 H -6.35269 -2.58260 -0.78872  C44 1.090
49 H -4.89072 -3.47743 -0.57717  C44 1.090
50 H -6.02941 -2.56714 1.66140  C45 1.090
51 H -5.82469 -0.97659 0.95967  C45 1.090
52 H -4.36913 -1.95028 2.60530  O46 0.960
53 H -4.76866 -1.94354 -2.30545  O47 0.960
54 C 3.30948 -0.77747 -5.18452  C55 1.584, O57 1.446, H58 1.090, H59 1.090
55 C 3.29186 0.78890 -5.41976  C54 1.584, O56 1.340, H60 1.090, H61 1.090
56 O 3.10597 1.42334 -4.25467  C55 1.340, H62 0.960
57 O 2.21375 -1.38380 -4.46251  C54 1.446, H63 0.960
58 H 4.30536 -1.19972 -5.05030  C54 1.090
59 H 3.07611 -1.19881 -6.16233  C54 1.090
60 H 2.49259 1.17425 -6.05283  C55 1.090
61 H 4.21636 1.22665 -5.79628  C55 1.090
62 H 3.34947 2.35172 -4.27502  O56 0.960
63 H 2.36299 -2.28866 -4.74634  O57 0.960